1.
DFT (ωB97M-V/def2-TZVPD) results for a structure of composition C23H59NO7Si2 in a non-equilibrium geometry.

The value obtained for the molar mass is 517.90 Da. The LUMO energy is 0.025 hartree. As for the max |F|: 1.4 eV/A. As for the net charge: 0. Its highest occupied orbital energy is -8.6 eV.

Each line ends with the Mulliken charge.
Atoms and positions in Å:
1 C -3.34617 -2.19951 4.53868  -1.1229
2 C -2.89131 -2.86967 3.25451  -0.4303
3 O -1.64534 -2.35343 2.84544  -0.2898
4 C -0.54308 -3.19215 3.15748  -0.2956
5 C 0.75349 -2.38492 3.31688  -0.5868
6 C 0.56796 -0.87396 3.27068  -1.1663
7 C 0.25917 -0.33370 1.86990  -0.1913
8 C 1.51980 0.03889 1.08043  -0.5222
9 Si 1.09990 0.44911 -0.69822  -0.0363
10 C 2.54283 1.33213 -1.53131  -0.6191
11 N 2.49243 2.77343 -1.23784  -0.2659
12 C 3.79804 3.44864 -1.26926  -0.7722
13 O -0.24041 1.43582 -0.66014  0.3722
14 Si -1.42379 1.29474 -1.81393  0.2614
15 C -2.09819 3.02613 -2.17144  -0.0792
16 C -3.33925 2.84005 -2.98469  -0.2211
17 O -4.39041 2.42764 -2.50158  -0.5673
18 H -2.62625 -2.34548 5.34000  0.2843
19 H -4.33145 -2.54149 4.84405  0.4249
20 H -3.40932 -1.12897 4.34782  0.2655
21 H -2.84895 -3.95563 3.36168  0.3447
22 H -3.62650 -2.66660 2.47504  0.3381
23 H -0.74765 -3.72702 4.08805  0.4805
24 H -0.45429 -3.95856 2.38784  0.0273
25 H 1.47064 -2.70459 2.55962  0.0728
26 H 1.20822 -2.64310 4.27277  0.5053
27 H 1.50939 -0.42338 3.59492  0.4990
28 H -0.17740 -0.56081 3.99632  0.4156
29 H -0.35960 -1.04202 1.32331  0.3973
30 H -0.33400 0.57370 1.98162  -0.1656
31 H 1.96067 0.93735 1.51999  0.3605
32 H 2.27233 -0.74941 1.11201  0.4318
33 H 0.85040 -0.81287 -1.43788  -0.1829
34 H 2.47382 1.17381 -2.61006  0.2848
35 H 3.48385 0.87592 -1.20707  0.3821
36 H 2.05914 2.91503 -0.33906  0.1616
37 H 4.61845 2.75518 -1.41360  0.2136
38 H 3.95962 4.00133 -0.34433  0.2988
39 H 3.80178 4.18472 -2.07188  0.2467
40 H -0.94226 0.70238 -3.07788  -0.2001
41 H -2.56205 0.52915 -1.28010  -0.1352
42 H -1.35248 3.59888 -2.71824  0.3557
43 H -2.37254 3.50647 -1.23685  -0.0094
44 H -3.28104 3.01161 -4.07341  0.3572
45 C -1.34698 6.64870 2.41207  -1.3353
46 C -1.06157 5.16249 2.56860  0.3260
47 C -1.42557 4.38460 1.31348  -1.0974
48 O -1.75359 4.63866 3.70095  -0.5595
49 H -2.41345 6.81332 2.23524  0.3250
50 H -1.07544 7.18809 3.31950  0.3431
51 H -0.79164 7.07328 1.57451  0.3470
52 H -0.00267 5.01953 2.78774  0.3036
53 H -2.49556 4.48086 1.10398  0.3976
54 H -1.21082 3.32291 1.44081  0.2151
55 H -0.86940 4.74817 0.44740  0.3784
56 H -2.69633 4.74440 3.54283  0.3484
57 C -6.94535 -0.84684 -3.21178  -1.2661
58 C -6.34737 -1.00487 -1.82140  0.3954
59 C -7.18594 -0.29862 -0.76632  -1.2398
60 O -5.00789 -0.52189 -1.79662  -0.4120
61 H -6.98104 0.20989 -3.48949  0.3039
62 H -6.33263 -1.36267 -3.95147  0.3055
63 H -7.95895 -1.24861 -3.25708  0.4018
64 H -6.27784 -2.06609 -1.57673  0.2810
65 H -7.22807 0.77392 -0.97287  0.2900
66 H -6.74289 -0.42725 0.22139  0.2909
67 H -8.20617 -0.68552 -0.74476  0.4097
68 H -5.03435 0.41988 -2.01166  0.2976
69 C 8.32438 2.95239 -4.38428  -1.3199
70 C 7.40999 1.92672 -3.73215  0.4213
71 C 7.23523 0.69333 -4.60506  -1.2833
72 O 6.14153 2.50847 -3.43058  -0.4187
73 H 7.89856 3.29192 -5.33243  0.3579
74 H 8.43914 3.82561 -3.74217  0.3232
75 H 9.31170 2.53372 -4.58315  0.3746
76 H 7.82644 1.63181 -2.76821  0.2430
77 H 6.77701 0.96592 -5.55968  0.3523
78 H 6.58025 -0.02980 -4.11886  0.3041
79 H 8.19304 0.21349 -4.80999  0.3755
80 H 5.73913 2.78344 -4.26002  0.2911
81 C 1.91440 -6.00624 0.95396  -1.0506
82 C 1.19250 -7.08296 1.75068  0.3721
83 C 0.95910 -8.33615 0.92099  -1.3103
84 O -0.04314 -6.58009 2.25724  -0.5248
85 H 1.31484 -5.70657 0.08984  0.3216
86 H 2.07480 -5.11927 1.56798  0.1175
87 H 2.88134 -6.35989 0.59372  0.4336
88 H 1.78187 -7.33694 2.63243  0.2597
89 H 0.33190 -8.10666 0.05523  0.3434
90 H 0.44403 -9.09450 1.51055  0.3172
91 H 1.89999 -8.75410 0.56068  0.3820
92 H -0.59470 -6.34481 1.50464  0.3451

2.
DFT (ωB97M-V/def2-TZVPD) results for a cluster of 8 separate species, C23H60Cl2O10PS7 in total.

The value obtained for the molar mass is 823.07 Da. The LUMO energy is 0.057 hartree. For the energy above the lowest of the compared OMol25 structures with the same formula, charge and spin, the calculation gives 0.0 kcal/mol. As for the max |F|: 0.7 eV/A. As for the net charge: -1. Its highest occupied orbital energy is -4.8 eV.

Each line ends with the Mulliken charge.
Atoms and positions in Å:
1 C -2.37048 3.64282 0.39332  -1.6328
2 C -1.03198 3.26012 -0.16793  0.7895
3 Cl -1.16485 2.84620 -1.88520  -0.2264
4 C 0.14766 3.19391 0.43308  -0.2841
5 Cl 0.06458 3.59766 2.14909  -0.2266
6 P 1.93453 2.88820 -0.33800  -0.4047
7 O 1.52493 1.23453 -0.70794  0.4678
8 C 2.51630 0.38958 -0.19253  -0.9732
9 C 2.92125 0.94815 1.19513  0.4756
10 C 2.47829 0.14768 2.44125  -0.9171
11 C 1.14255 -0.62235 2.43471  -0.0060
12 C -0.06583 0.14228 1.88853  0.8200
13 C -0.98573 -0.63465 0.95644  -0.8623
14 O -0.33977 -0.80130 -0.29718  -0.3840
15 O 2.53737 2.29946 1.19596  -0.5350
16 H -3.17548 3.13839 -0.13675  0.3853
17 H -2.42122 3.38502 1.45185  0.3810
18 H -2.52914 4.71950 0.30778  0.3577
19 H 1.38827 3.32390 -1.57862  0.1273
20 H 2.25082 4.23772 0.03897  0.0056
21 H 3.24710 2.70724 -0.94148  0.0978
22 H 3.40194 0.44458 -0.84669  0.4515
23 H 2.18040 -0.65053 -0.18630  0.1291
24 H 4.02289 0.89420 1.21445  0.2289
25 H 2.50790 0.82077 3.30422  0.3162
26 H 3.26281 -0.60020 2.59761  0.2622
27 H 0.92110 -0.89593 3.47377  0.4069
28 H 1.27477 -1.57609 1.91053  -0.4730
29 H 0.28051 0.99241 1.30419  -0.9465
30 H -0.66643 0.55618 2.70628  0.5716
31 H -1.22837 -1.64436 1.30429  0.3682
32 H -1.92011 -0.06753 0.84589  0.2743
33 H -0.18558 0.08715 -0.66577  0.1350
34 C 0.28034 -1.84841 -3.63136  -0.8971
35 S -0.62143 -0.32717 -3.92256  0.3334
36 O -1.14353 -0.37647 -5.32580  -0.4912
37 C 0.80681 0.75240 -3.92761  -0.8774
38 H -0.44518 -2.65899 -3.60677  0.3197
39 H 0.99570 -2.00429 -4.43978  0.3449
40 H 0.77760 -1.77266 -2.66407  0.2566
41 H 1.49605 0.42620 -4.70787  0.4688
42 H 1.27464 0.73373 -2.93985  0.1329
43 H 0.44975 1.75925 -4.12990  0.2743
44 C -7.15407 6.42411 -0.67941  -0.9698
45 S -5.54939 6.71303 0.08182  0.4969
46 O -4.96838 5.38137 0.36681  -0.5234
47 C -6.19151 7.33916 1.64177  -0.9571
48 H -6.96871 5.97901 -1.65470  0.3161
49 H -7.72493 5.73413 -0.05828  0.2962
50 H -7.67986 7.37171 -0.79829  0.3672
51 H -6.83242 6.58209 2.09322  0.3055
52 H -6.74087 8.26451 1.46711  0.3585
53 H -5.33500 7.53232 2.28423  0.3132
54 C 2.78920 -4.27769 1.33410  -0.9850
55 S 3.56340 -4.23651 2.96155  0.6251
56 O 3.87108 -2.80733 3.23746  -0.5760
57 C 5.10889 -4.99355 2.43503  -1.0313
58 H 1.81781 -3.79561 1.42636  0.1964
59 H 3.40102 -3.73230 0.61512  0.3055
60 H 2.65841 -5.31636 1.02808  0.4266
61 H 5.54308 -4.40473 1.62705  0.3196
62 H 4.91700 -6.01769 2.11441  0.3720
63 H 5.77213 -4.99601 3.29769  0.3047
64 C 1.61238 -3.76799 7.17632  -0.3024
65 S 3.16994 -4.63167 7.04156  0.4955
66 O 3.11989 -5.42386 5.78179  -0.5918
67 C 2.86866 -5.77974 8.39411  -0.9086
68 H 1.59078 -3.02405 6.38165  0.0941
69 H 0.79718 -4.47969 7.04154  0.3087
70 H 1.56348 -3.28524 8.15247  0.0769
71 H 1.96185 -6.34772 8.18533  0.2890
72 H 2.76831 -5.21384 9.32079  0.2911
73 H 3.72441 -6.44949 8.45204  0.3237
74 C 0.08396 -0.62393 11.52955  -0.9579
75 S 1.58894 -1.59093 11.38775  0.4171
76 O 1.47788 -2.34822 10.11269  -0.5818
77 C 1.20579 -2.75327 12.70286  -0.9458
78 H 0.11261 0.13069 10.74651  0.3177
79 H -0.77596 -1.27756 11.38653  0.2992
80 H 0.05291 -0.14196 12.50666  0.3828
81 H 0.26387 -3.25220 12.47634  0.2980
82 H 1.14755 -2.22065 13.65203  0.3855
83 H 2.01495 -3.47969 12.73750  0.3053
84 C -2.95034 -1.19715 -10.43592  -0.8994
85 S -1.77579 -2.02097 -9.35143  0.5391
86 O -1.99283 -3.48477 -9.52914  -0.6796
87 C -2.55401 -1.53388 -7.81867  -0.8469
88 H -2.66264 -1.41738 -11.46238  0.2581
89 H -3.94557 -1.59608 -10.23954  0.4071
90 H -2.92370 -0.11874 -10.27566  0.2644
91 H -3.58606 -1.88592 -7.81413  0.3653
92 H -2.50738 -0.45051 -7.71726  0.3429
93 H -1.99511 -1.97486 -6.99799  0.2317
94 C -0.20339 3.37637 -11.16500  -0.8926
95 S -1.11637 2.23253 -12.20629  0.4674
96 O -2.46830 2.09264 -11.60233  -0.5966
97 C -0.19886 0.76601 -11.73344  -0.7716
98 H -0.66362 4.35556 -11.27865  0.3158
99 H -0.27351 3.04944 -10.12788  0.2913
100 H 0.83547 3.41522 -11.49248  0.3445
101 H -0.26737 0.63448 -10.65348  0.1951
102 H 0.84087 0.85722 -12.04729  0.4209
103 H -0.65904 -0.08118 -12.23757  0.2414